This record from OMol25 describes C4H8O2 in the gas phase. The level of theory is ωB97M-V with the def2-TZVPD basis set.

Geometry as ORCA input:
```
! wB97M-V def2-TZVPD RIJCOSX def2/J DEFGRID3
* xyz 0 1
C 1.4002 -0.5415 0.2287
C 0.7703 -1.2800 1.1383
O -1.4221 -0.7099 -0.7443
C -1.2629 0.5891 -0.2214
C 0.0533 1.2462 -0.6184
O 1.2080 0.8072 0.1043
H 2.1388 -0.9683 -0.4522
H -0.6037 -1.1883 -0.5564
H 0.9089 -2.3535 1.1938
H 0.0635 -0.8179 1.8199
H -1.3760 0.6264 0.8752
H -2.0811 1.1763 -0.6492
H 0.0025 2.3208 -0.4216
H 0.2004 1.0934 -1.6966
*
```

Values from the calculation:
Energy relative to the best compared isomer or geometry (same formula, charge and spin) in kJ/mol: 216.48
Kohn-Sham gap in eV: 10.928
E_tot in eV: -8371.038
LUMO level in eV: 1.037
SMILES: C=COCCO

Results of the natural (NBO) charge analysis, in e, for atoms 1 through 5:
1 C 0.1243
2 C -0.4829
3 O -0.7247
4 C -0.1028
5 C -0.0900